# 1
{
  "formula": "C24H25N3O2",
  "method": "ωB97M-V/def2-TZVPD",
  "symbols": ["C", "C", "O", "C", "C", "C", "C", "C", "C", "H", "H", "N", "H", "C", "C", "N", "C", "C", "C", "C", "C", "C", "N", "C", "H", "H", "C", "O", "C", "C", "C", "C", "C", "C", "H", "H", "H", "H", "H", "H", "H", "H", "H", "H", "H", "H", "H", "H", "H", "H", "H", "H", "H", "H"],
  "positions_angstrom": [[6.286, -1.823, -1.342], [6.853, -1.023, -0.222], [5.870, -0.820, 0.754], [4.698, -0.107, 0.566], [3.658, -0.341, 1.397], [2.459, 0.552, 1.543], [2.278, 1.439, 0.626], [3.352, 1.667, -0.622], [4.445, 0.869, -0.534], [5.287, 0.907, -1.216], [3.219, 2.554, -1.293], [1.193, 2.552, 0.285], [1.220, 2.680, -0.646], [0.062, 2.272, 1.093], [-0.611, 0.897, 0.465], [-0.598, -0.236, 1.378], [-1.105, -1.310, 0.523], [-1.397, -2.555, 0.777], [-1.915, -3.106, -0.346], [-2.482, -2.560, -1.345], [-2.293, -1.269, -1.797], [-1.709, -0.446, -0.568], [-1.233, 0.898, -0.568], [-1.689, 1.877, -1.353], [-1.765, 1.553, -2.758], [-0.760, 2.611, -1.601], [-2.935, 2.324, -1.106], [-3.997, 1.783, -1.150], [-4.300, 0.708, 0.037], [-3.696, 0.868, 1.286], [-3.968, 0.051, 2.123], [-4.757, -1.207, 1.742], [-5.215, -1.288, 0.613], [-5.020, -0.501, -0.394], [-5.421, -0.541, -1.368], [-5.796, -1.993, 0.381], [-4.875, -1.931, 2.446], [-3.574, 0.089, 3.431], [-3.158, 1.812, 1.509], [-3.307, 3.404, -1.749], [-2.748, 2.917, 0.032], [-2.733, -0.731, -2.379], [-3.061, -3.247, -2.173], [-2.258, -4.407, -0.111], [-1.124, -2.903, 1.536], [-0.458, 2.979, 0.877], [0.309, 1.984, 2.171], [1.878, 0.375, 2.274], [3.773, -0.792, 2.241], [6.919, 0.046, -0.477], [7.556, -1.481, 0.226], [7.073, -1.873, -2.194], [5.577, -1.281, -2.011], [5.995, -2.899, -1.009]],
  "charge": 0,
  "e_above_lowest_kcal_mol": 577.7,
  "lumo_energy_ev": 0.451,
  "spin_multiplicity": 1
}

# 2
{
  "formula": "C26H54FN5O3S",
  "method": "ωB97M-V/def2-TZVPD",
  "symbols": ["C", "C", "C", "C", "O", "C", "C", "O", "C", "C", "C", "F", "C", "N", "C", "C", "S", "C", "N", "N", "C", "O", "H", "H", "H", "H", "H", "H", "H", "H", "H", "H", "H", "H", "H", "H", "H", "H", "H", "H", "H", "H", "H", "H", "H", "H", "C", "C", "N", "C", "C", "C", "C", "H", "H", "H", "H", "H", "H", "H", "H", "H", "H", "H", "H", "H", "H", "H", "C", "C", "N", "C", "C", "C", "C", "H", "H", "H", "H", "H", "H", "H", "H", "H", "H", "H", "H", "H", "H", "H"],
  "positions_angstrom": [[-0.392, -0.990, 2.588], [-1.518, -1.497, 2.066], [-2.141, -1.072, 0.675], [-1.030, -1.362, -0.378], [-1.184, -0.584, -1.594], [0.089, -0.124, -2.061], [0.048, 0.070, -3.635], [-3.337, -1.853, 0.564], [-3.599, -2.348, -0.746], [-5.119, -2.814, -0.782], [-5.775, -2.817, 0.628], [-5.840, -1.838, -1.550], [-2.476, 0.480, 0.811], [-2.831, 0.859, 2.213], [-3.663, 0.961, -0.114], [-3.219, 1.786, -1.394], [-4.422, 1.435, -2.750], [-5.968, 2.123, -2.144], [-6.169, 3.369, -1.742], [-7.474, 3.547, -1.386], [-8.029, 2.352, -1.586], [-7.166, 1.419, -2.037], [-0.120, -1.262, 3.631], [0.298, -0.321, 2.023], [-2.070, -2.242, 2.687], [-0.899, -2.455, -0.610], [-0.031, -1.048, 0.028], [0.919, -0.852, -1.877], [0.294, 0.889, -1.617], [-0.466, 1.011, -3.922], [-0.421, -0.855, -4.041], [1.121, 0.039, -3.960], [-3.537, -1.544, -1.529], [-2.948, -3.219, -1.026], [-5.227, -3.769, -1.344], [-5.285, -3.615, 1.229], [-6.853, -3.096, 0.474], [-5.781, -1.817, 1.113], [-1.573, 1.090, 0.541], [-2.611, 1.849, 2.336], [-3.826, 0.697, 2.353], [-4.295, 1.663, 0.491], [-4.355, 0.161, -0.461], [-3.324, 2.873, -1.140], [-2.161, 1.635, -1.695], [-9.107, 2.223, -1.391], [4.445, 3.839, 1.590], [2.961, 3.659, 1.299], [2.226, 3.018, 2.379], [0.883, 2.608, 1.994], [-0.119, 3.705, 1.622], [2.333, 3.649, 3.687], [1.893, 5.110, 3.816], [4.917, 2.886, 1.838], [4.947, 4.243, 0.708], [4.619, 4.539, 2.410], [2.883, 3.031, 0.405], [2.532, 4.635, 1.033], [0.453, 1.994, 2.791], [0.973, 1.929, 1.137], [-0.492, 4.227, 2.502], [-0.988, 3.255, 1.131], [0.299, 4.436, 0.930], [3.375, 3.578, 4.016], [1.783, 3.049, 4.419], [2.248, 5.728, 2.989], [2.301, 5.536, 4.736], [0.809, 5.203, 3.877], [3.293, -1.799, 0.273], [3.283, -2.963, -0.708], [4.162, -2.773, -1.851], [3.949, -3.754, -2.908], [4.256, -5.220, -2.596], [5.555, -2.482, -1.544], [6.330, -3.499, -0.702], [3.045, -0.860, -0.228], [2.550, -1.969, 1.056], [4.260, -1.686, 0.766], [2.256, -3.068, -1.073], [3.515, -3.888, -0.161], [4.519, -3.455, -3.793], [2.899, -3.687, -3.218], [5.327, -5.415, -2.583], [3.830, -5.857, -3.376], [3.827, -5.543, -1.647], [5.597, -1.516, -1.031], [6.099, -2.310, -2.478], [5.751, -3.869, 0.147], [7.232, -3.031, -0.298], [6.656, -4.352, -1.296]],
  "charge": 0,
  "lumo_energy_ev": 0.596,
  "smiles": "C=C[C@@](COCC)(OC[C@@H](C)F)[C@H](N)CCSc1nnco1.CCN(CC)CC.CCN(CC)CC",
  "spin_multiplicity": 1
}

# 3
{
  "formula": "C36H57GeN8OTi",
  "method": "ωB97M-V/def2-TZVPD",
  "symbols": ["Ti", "C", "C", "C", "C", "C", "C", "C", "C", "N", "C", "C", "C", "C", "N", "C", "C", "C", "C", "C", "C", "C", "C", "H", "H", "H", "H", "H", "H", "H", "H", "H", "H", "H", "H", "H", "H", "H", "H", "H", "H", "H", "H", "H", "H", "H", "H", "O", "C", "C", "C", "C", "C", "C", "C", "C", "N", "H", "H", "H", "H", "H", "H", "H", "H", "H", "H", "H", "C", "N", "C", "C", "N", "N", "C", "N", "N", "H", "H", "H", "H", "H", "H", "H", "H", "H", "H", "H", "C", "Ge", "C", "C", "C", "H", "H", "H", "H", "H", "H", "H", "H", "H", "H", "H"],
  "positions_angstrom": [[-0.147, 0.091, -0.070], [2.612, -1.981, 3.144], [1.644, -1.076, 3.858], [1.255, -1.425, 5.147], [0.482, -0.576, 5.919], [0.144, 0.669, 5.421], [0.501, 1.057, 4.132], [0.224, 2.483, 3.726], [1.192, 0.142, 3.330], [1.460, 0.445, 1.943], [2.656, 0.756, 1.623], [3.795, 0.964, 2.568], [2.903, 0.967, 0.150], [4.269, 1.399, -0.276], [1.893, 0.822, -0.633], [2.159, 1.203, -2.014], [2.063, 2.565, -2.339], [1.672, 3.629, -1.343], [2.374, 2.949, -3.636], [2.778, 2.019, -4.582], [2.904, 0.692, -4.224], [2.621, 0.260, -2.927], [2.933, -1.171, -2.568], [2.364, -3.027, 3.319], [3.621, -1.826, 3.537], [2.650, -1.815, 2.071], [1.591, -2.372, 5.555], [0.194, -0.859, 6.923], [-0.382, 1.376, 6.052], [0.434, 3.143, 4.567], [-0.823, 2.635, 3.456], [0.859, 2.810, 2.901], [3.465, 0.936, 3.601], [4.277, 1.924, 2.373], [4.554, 0.192, 2.422], [5.039, 0.971, 0.362], [4.338, 2.490, -0.189], [4.469, 1.145, -1.312], [1.890, 3.353, -0.311], [0.604, 3.857, -1.399], [2.208, 4.553, -1.560], [2.310, 3.997, -3.904], [3.022, 2.336, -5.587], [3.271, -0.030, -4.945], [3.957, -1.410, -2.859], [2.274, -1.858, -3.102], [2.826, -1.371, -1.506], [0.086, -1.565, -1.534], [-0.398, -2.920, -1.553], [0.670, -3.828, -0.989], [1.234, -3.267, 0.315], [0.177, -3.030, 1.358], [-0.229, -4.078, 2.181], [-1.153, -3.847, 3.182], [-1.644, -2.559, 3.349], [-1.217, -1.581, 2.479], [-0.345, -1.801, 1.480], [-0.197, -1.072, -2.323], [-0.645, -3.196, -2.575], [-1.312, -2.983, -0.957], [1.475, -3.955, -1.714], [0.235, -4.816, -0.819], [1.742, -2.323, 0.111], [1.982, -3.950, 0.717], [0.206, -5.059, 2.039], [-1.470, -4.651, 3.834], [-2.335, -2.312, 4.143], [-1.575, -0.564, 2.581], [-5.780, 0.347, 0.794], [-4.610, -0.364, 0.280], [-4.800, -1.701, -0.273], [-3.367, 0.156, 0.287], [-2.289, -0.508, 0.023], [-3.304, 1.517, 0.574], [-2.204, 2.262, 0.932], [-2.493, 3.543, 1.245], [-1.007, 1.772, 0.983], [-6.216, 1.020, 0.050], [-5.536, 0.901, 1.700], [-6.537, -0.382, 1.067], [-5.858, -1.858, -0.453], [-4.451, -2.478, 0.413], [-4.279, -1.796, -1.227], [-2.479, -1.499, -0.049], [-4.172, 2.021, 0.489], [-3.426, 3.914, 1.205], [-1.748, 4.201, 1.396], [-0.346, 2.471, 1.300], [-3.243, 0.207, -3.698], [-1.345, 0.714, -3.741], [-1.064, 2.289, -4.857], [-0.403, -0.796, -4.600], [-0.887, 1.111, -1.856], [-3.653, 0.022, -4.691], [-3.838, 0.997, -3.230], [-3.366, -0.707, -3.109], [-1.629, 2.196, -5.786], [-0.010, 2.409, -5.107], [-1.403, 3.190, -4.343], [-0.771, -0.841, -5.627], [-0.623, -1.776, -4.171], [0.681, -0.660, -4.646], [-1.888, 1.379, -1.508], [-0.338, 2.055, -1.887]],
  "charge": 2,
  "e_above_lowest_kcal_mol": 10.7,
  "lumo_energy_ev": [-5.310, -5.540],
  "spin_multiplicity": 2
}

# 4
{
  "formula": "C11H15Cl2O2ScTb",
  "method": "ωB97M-V/def2-TZVPD",
  "symbols": ["Sc", "Cl", "C", "H", "H", "H", "Tb", "C", "C", "C", "H", "H", "H", "H", "H", "H", "H", "H", "Cl", "C", "C", "C", "C", "C", "C", "C", "O", "O", "H", "H", "H", "H"],
  "positions_angstrom": [[0.384, 0.631, -0.366], [2.068, -0.180, -2.281], [1.964, 1.789, 0.565], [1.575, 1.726, 1.572], [1.979, 2.805, 0.174], [2.897, 1.247, 0.395], [0.512, 1.268, -3.573], [-0.975, -0.088, -4.811], [1.376, 3.057, -4.843], [-0.690, 2.059, -1.722], [1.004, 3.961, -4.399], [2.466, 2.926, -4.731], [1.012, 2.859, -5.841], [-1.969, -0.005, -4.397], [-0.904, 0.289, -5.824], [-0.570, -1.109, -4.713], [-0.591, 3.136, -1.424], [-1.770, 1.883, -1.831], [-0.645, -4.243, 6.215], [-0.695, -3.185, 4.892], [-1.274, -1.917, 5.077], [-1.310, -1.024, 3.996], [-0.771, -1.433, 2.779], [-0.204, -2.710, 2.587], [-0.163, -3.597, 3.671], [-0.695, -0.515, 1.583], [-0.883, 0.723, 1.465], [-0.207, -1.157, 0.548], [-1.683, -1.611, 6.034], [-1.722, -0.015, 4.033], [0.205, -2.981, 1.618], [0.279, -4.587, 3.552]],
  "charge": -1,
  "lumo_energy_ev": [2.262, 2.262],
  "spin_multiplicity": 7
}